Record 1
Molecular formula: C2H7N3O
Method: DFT, ωB97M-V/def2-TZVPD

Calculated values
E_HOMO, eV: -9.22
Charge: 0
LUMO level, eV: 1.0
HOMO-LUMO gap, eV: 10.19
SMILES: C=NN[C@H](N)O

Each line ends with the natural charge from an NBO analysis.
Geometry (Å):
C -1.55378 1.80509 0.01189  -0.0643
N -0.33322 1.52863 -0.28998  -0.2832
N -0.14880 0.15868 -0.64551  -0.5355
C 0.83521 -0.48866 0.16317  0.3576
N 1.13071 -1.73141 -0.58669  -0.8447
O 0.28032 -0.86330 1.37747  -0.7121
H -2.35720 1.05089 0.06425  0.1724
H -1.84027 2.85142 0.20295  0.1858
H 0.27213 0.15574 -1.57867  0.3819
H 1.74492 0.10092 0.30636  0.1399
H 1.91811 -2.18481 -0.12830  0.3659
H 0.29393 -2.30415 -0.50906  0.3713
H -0.24207 -0.07903 1.61211  0.4650


Record 2
Molecular formula: C2H7N3O
Method: DFT, ωB97M-V/def2-TZVPD

Calculated values
E_HOMO, eV: -8.56
Charge: 0
LUMO level, eV: 1.2
HOMO-LUMO gap, eV: 9.76

Each line ends with the natural charge from an NBO analysis.
Geometry (Å):
C 1.87109 -1.31036 0.76886  -0.1337
C 0.69702 -1.27993 -0.09376  -0.0906
N -1.08832 1.91759 -0.06578  -0.7239
N -1.87471 -0.16100 -0.68101  -0.2578
N -2.16629 0.96151 -0.46007  -0.0750
O 1.41929 -0.15054 0.10708  -0.5117
H 1.73454 -1.38401 1.83408  0.1863
H 2.71229 -1.71678 0.28291  0.1772
H 0.80004 -1.61765 -1.05802  0.1643
H -1.20597 2.95137 -0.29820  0.3568
H -0.28622 1.48954 -0.53594  0.3818
H -0.44822 -1.31097 0.28358  0.1994
H -3.10809 1.37375 -0.33948  0.3267


Record 3
Molecular formula: C2H7N3O
Method: DFT, ωB97M-V/def2-TZVPD

Calculated values
E_HOMO, eV: -8.36
Charge: 0
LUMO level, eV: 1.0
HOMO-LUMO gap, eV: 9.35
SMILES: CN/N=N/OC

Each line ends with the natural charge from an NBO analysis.
Geometry (Å):
C 2.58464 0.32660 -0.02911  -0.4477
N 2.02441 -1.00056 -0.00299  -0.3771
N 0.79604 -1.38400 0.04976  -0.0240
N -0.18386 -0.51426 -0.00746  -0.0411
O -1.65456 -1.01148 0.00210  -0.5227
C -3.11708 -0.20484 -0.02450  -0.2004
H 3.52045 0.27655 -0.58301  0.2080
H 1.88703 0.99042 -0.53198  0.2315
H 2.77593 0.69953 0.98046  0.1972
H 2.64528 -1.75997 0.25064  0.3837
H -3.25753 0.18390 0.97190  0.1925
H -3.03914 0.56401 -0.78391  0.1926
H -3.73847 -1.04024 -0.29588  0.2075


Record 4
Molecular formula: C2H7N3O2
Method: DFT, ωB97M-V/def2-TZVPD

Calculated values
E_HOMO (spin up / spin down), eV: -8.64 / -8.64
Charge: 0
LUMO level (spin up / spin down), eV: -0.1 / -0.1
HOMO-LUMO gap (spin up / spin down), eV: 8.55 / 8.55
SMILES: CN(C)N=O.N=O

Each line ends with the natural charge from an NBO analysis.
Geometry (Å):
C 0.02340 -1.56125 0.62545  -0.4561
N 0.00924 -0.12155 0.47605  -0.2268
C 1.34020 0.54722 0.47053  -0.4254
N -1.03097 0.69771 0.36072  0.2424
O -2.17629 0.28160 0.50952  -0.4157
H -1.06094 -1.82203 0.40821  0.2455
H 0.62595 -2.15357 -0.14315  0.2115
H 0.45881 -1.81573 1.54347  0.2057
H 1.59787 1.08651 -0.42722  0.2261
H 1.30188 1.30389 1.29847  0.2132
H 2.18184 -0.19565 0.71365  0.2129
N -0.76491 1.40167 -1.67309  -0.0036
O -0.81301 0.40655 -2.30924  -0.2863
H -1.69308 1.94463 -1.85336  0.2567


Record 5
Molecular formula: C2H7N3O2
Method: DFT, ωB97M-V/def2-TZVPD

Calculated values
E_HOMO (spin up / spin down), eV: -8.50 / -8.50
Charge: 0
LUMO level (spin up / spin down), eV: -0.2 / -0.2
HOMO-LUMO gap (spin up / spin down), eV: 8.34 / 8.35

Each line ends with the natural charge from an NBO analysis.
Geometry (Å):
C -0.76484 0.22698 -1.40026  -0.4698
C 1.01299 -1.16676 0.48428  -0.2317
N 0.30187 1.55163 0.17465  -0.4765
N 0.40613 0.58454 -0.67667  -0.1049
N -0.10387 -0.92035 1.23464  0.4223
O -0.04479 0.02922 2.03986  -0.5020
O -1.16331 -1.49405 0.97206  -0.4941
H -1.66730 0.13718 -0.78235  0.2100
H -0.91645 1.01869 -2.14385  0.2258
H -0.56885 -0.70965 -1.92043  0.2267
H 0.95933 -1.99785 -0.19464  0.2117
H 1.94146 -0.79672 0.86817  0.2064
H -0.55549 1.73711 0.69758  0.3813
H 1.16311 1.80003 0.64697  0.3950


Record 6
Molecular formula: C2H7N3O2
Method: DFT, ωB97M-V/def2-TZVPD

Calculated values
E_HOMO (spin up / spin down), eV: -5.88 / -10.02
Charge: 0
LUMO level (spin up / spin down), eV: 0.8 / -2.3
HOMO-LUMO gap (spin up / spin down), eV: 6.70 / 7.74
Multiplicity: 3

Each line ends with the Mulliken spin population.
Geometry (Å):
C 1.07551 1.14338 -0.40401  0.0300
C 0.15383 -1.56710 0.15367  -0.0147
N 0.48474 0.68209 0.81875  0.2329
N -0.36176 -0.31543 0.68799  0.5530
N -1.79858 0.12656 -0.11637  0.4864
O -2.60740 -0.71105 -0.21548  0.3450
O -1.90694 1.30631 -0.18557  0.2996
H 1.36023 2.18794 -0.37255  0.0081
H 1.95608 0.58674 -0.42609  0.0080
H 0.42595 0.79366 -1.23863  0.0021
H 0.28081 -1.63926 -0.90944  0.0237
H 1.23152 -1.55355 0.39988  0.0079
H -0.39473 -2.39876 0.46308  0.0209
H 0.10075 1.35848 1.34476  -0.0031


Record 7
Molecular formula: C2H7N3O2
Method: DFT, ωB97M-V/def2-TZVPD

Calculated values
E_HOMO (spin up / spin down), eV: -17.84 / -17.83
Charge: +2
LUMO level (spin up / spin down), eV: -8.9 / -8.9
HOMO-LUMO gap (spin up / spin down), eV: 8.95 / 8.94

Each line ends with the natural charge from an NBO analysis.
Geometry (Å):
C -3.61692 -0.11127 -0.23870  0.5644
C 2.75940 0.00569 0.35610  0.5495
N -2.68294 0.60613 -0.72747  -0.0289
N -4.39452 -0.67990 0.62456  -0.5912
N 4.16990 0.07138 -0.17473  -0.7748
O 1.89555 -0.58047 -0.16455  -0.3788
O -1.48604 0.69615 -0.56286  -0.3088
H 2.84867 0.56634 1.41793  0.1723
H -3.08559 1.16915 -1.62705  0.4349
H -4.67573 -0.38158 1.56762  0.4692
H -4.92758 -1.46228 0.27305  0.4607
H 4.09252 -0.15017 -1.27511  0.5030
H 4.57777 -0.68993 0.31877  0.4607
H 4.52552 0.94074 0.21245  0.4677


Record 8
Molecular formula: C2H7N3O3
Method: DFT, ωB97M-V/def2-TZVPD

Calculated values
E_HOMO, eV: -8.57
Charge: 0
LUMO level, eV: 0.6
HOMO-LUMO gap, eV: 9.19
SMILES: N/N=C(\N)C(=O)O.O

Each line ends with the natural charge from an NBO analysis.
Geometry (Å):
N -1.07128 -1.42348 -0.46081  -0.6791
N 0.18557 -0.96680 -0.55974  -0.3281
C 0.70670 -0.08346 0.21879  0.2238
N 0.15808 0.76821 1.17671  -0.8439
C 2.20927 0.31954 0.03434  0.7631
O 2.69105 1.17403 0.71869  -0.5656
O 2.82856 -0.49006 -0.77105  -0.6562
H -1.61371 -1.34610 0.39769  0.3687
H -1.06424 -2.24383 -1.05241  0.3918
H -0.88110 0.83354 1.50091  0.4165
H 0.84369 1.01083 1.83105  0.4079
H 2.40830 -1.33804 -0.77558  0.5095
O -2.60789 1.32157 -0.40026  -0.9626
H -2.75633 1.87446 -1.16899  0.4761
H -2.03667 0.58959 -0.68935  0.4779


Record 9
Molecular formula: C2H7N3O3
Method: DFT, ωB97M-V/def2-TZVPD

Calculated values
E_HOMO (spin up / spin down), eV: -7.46 / -7.46
Charge: 0
LUMO level (spin up / spin down), eV: 0.5 / 0.5
HOMO-LUMO gap (spin up / spin down), eV: 8.00 / 8.00

Each line ends with the natural charge from an NBO analysis.
Geometry (Å):
C -1.23732 -0.35085 -0.05313  0.7010
C -0.22306 0.73198 -0.26854  0.3799
N -0.16239 1.78301 0.60999  -0.8729
N 1.38459 -0.48794 0.22505  -0.4498
N 1.16309 -1.82675 0.41603  -0.6519
O -1.41652 -1.14796 -1.16926  -0.6554
O -1.63464 -0.54157 1.08425  -0.6066
O 0.05142 1.10209 -1.56483  -0.7236
H -0.93296 -0.56751 -1.74775  0.4946
H -0.53018 2.68995 0.37405  0.3944
H 1.33541 -0.06089 1.22998  0.3291
H 1.10292 -2.53580 -0.39364  0.3871
H 0.61168 -2.03584 1.23574  0.3602
H -0.35452 1.49327 1.57927  0.4050
H 0.84250 1.75483 -1.55719  0.5090


Record 10
Molecular formula: C2H7N3O3S
Method: DFT, ωB97M-V/def2-TZVPD

Calculated values
E_HOMO, eV: -9.86
Charge: 0
LUMO level, eV: -0.2
HOMO-LUMO gap, eV: 9.65
SMILES: [H]/N=N\S(C)(=O)=O.NC=O

Each line ends with the natural charge from an NBO analysis.
Geometry (Å):
H -0.23341 -0.85566 3.35230  0.3310
N -0.98143 -0.70986 2.67990  -0.1981
N -0.55050 -0.30932 1.65280  -0.3659
S 1.12995 0.10139 1.63678  2.1505
C 1.10378 1.69616 0.98114  -0.9127
O 1.43415 0.02167 3.08519  -0.9375
O 1.69673 -0.87132 0.71592  -0.9118
H 2.07506 1.79928 0.47301  0.2798
H 0.17223 1.63079 0.29625  0.3094
H 1.02464 2.44330 1.75366  0.2689
N -0.28646 -1.60910 -1.14119  -0.8011
C -0.46135 -0.84541 -2.21541  0.5244
O -0.32760 0.37119 -2.13270  -0.6478
H -0.12890 -1.03247 -0.32332  0.3934
H -0.19267 -2.50719 -0.88955  0.3977
H -0.41191 -1.37147 -3.18892  0.1197


Record 11
Molecular formula: C2H7N3OS
Method: DFT, ωB97M-V/def2-TZVPD

Calculated values
E_HOMO, eV: -8.07
Charge: 0
LUMO level, eV: -0.7
HOMO-LUMO gap, eV: 7.40

Each line ends with the natural charge from an NBO analysis.
Geometry (Å):
C -0.46836 1.85904 -0.05799  -0.2624
C 0.33742 -0.35249 -0.37624  0.6671
H -0.01186 2.99266 -0.15390  0.2274
H -0.62954 1.85709 1.19994  0.1706
H -1.47922 1.58488 -0.53937  0.1720
H -1.82950 -0.13210 -0.63971  0.4037
H -1.41289 -2.92097 -1.11847  0.3074
H -0.07273 -2.17080 1.15439  0.3838
H 2.86344 0.90247 1.18278  0.0247
N -0.90913 -0.77521 -0.21773  -0.5162
N -1.41819 -2.13856 0.21449  -0.5756
N 1.41962 -1.07378 -0.26950  -0.7375
O 0.53910 0.98120 -0.25530  -0.4958
S 3.07184 -0.61342 -0.12343  0.2308


Record 12
Molecular formula: C2H7N3OS
Method: DFT, ωB97M-V/def2-TZVPD

Calculated values
E_HOMO, eV: -8.15
Charge: 0
LUMO level, eV: 0.3
HOMO-LUMO gap, eV: 8.47

Each line ends with the natural charge from an NBO analysis.
Geometry (Å):
C 0.19570 -1.55121 0.12178  -0.2743
C 0.19566 0.72739 0.13389  0.6303
H 1.14820 -2.14586 0.33196  0.2219
H -0.64786 -2.11665 -0.72184  0.1470
H -0.38421 -1.73706 1.33968  0.2133
H -1.45568 1.72431 0.03197  0.3895
H -1.56146 1.15434 -2.31189  0.3360
H -1.40871 -0.95168 -1.38477  0.3980
H 2.75847 1.85555 2.23424  0.1294
N -1.10004 0.78628 -0.22660  -0.4732
N -1.74822 0.21369 -1.34874  -0.6696
N 0.79320 1.59416 0.83998  -0.6064
O 0.81532 -0.40533 -0.28805  -0.5297
S 2.39965 0.85208 1.24839  0.0878


Record 13
Molecular formula: C2H7N3P
Method: DFT, ωB97M-V/def2-TZVPD

Calculated values
E_HOMO, eV: -14.27
Charge: +1
LUMO level, eV: -6.1
HOMO-LUMO gap, eV: 8.17

Each line ends with the natural charge from an NBO analysis.
Geometry (Å):
C -0.08028 -1.65123 -0.52023  -0.3915
C -1.01468 -1.55703 0.34414  -0.3972
N 1.22760 1.22261 -0.19882  -0.4567
N 0.08731 1.29876 -0.60846  0.1769
N -0.99621 1.58027 0.01982  -0.4759
P 2.54304 0.59489 0.45514  0.9050
H 0.93797 -1.44249 -0.21111  0.1733
H -0.46091 -1.91730 -1.44934  0.2140
H -2.03236 -1.77056 0.04909  0.2210
H -0.64002 -1.26596 1.27129  0.1809
H -1.69098 1.59928 -0.70832  0.4353
H -1.16678 1.47193 1.00038  0.4207
H 3.28631 1.83684 0.55643  -0.0057


Record 14
Molecular formula: C2H7N3S
Method: DFT, ωB97M-V/def2-TZVPD

Calculated values
E_HOMO, eV: -8.75
Charge: 0
LUMO level, eV: 0.0
HOMO-LUMO gap, eV: 8.77

Each line ends with the natural charge from an NBO analysis.
Geometry (Å):
C -0.33745 -0.40140 0.24458  0.4130
C 0.92018 0.15319 0.80647  -0.6871
H -0.96959 2.38828 -1.06352  0.3586
H -0.65417 1.13985 -2.21740  0.3678
H -2.17890 0.01475 -0.66440  0.3930
H 0.12646 -1.95937 1.19733  0.3608
H 1.11789 1.10301 0.19714  0.2688
H 0.94489 0.59864 2.00918  0.2666
H 1.32256 -2.26591 -0.11710  0.2007
N -0.65967 1.52030 -1.21889  -0.6699
N -1.31229 0.42452 -0.44703  -0.4861
N -0.54577 -1.68652 0.23962  -0.7136
S 2.22586 -1.02933 1.03400  -0.0724


Record 15
Molecular formula: C2H7N4
Method: DFT, ωB97M-V/def2-TZVPD

Calculated values
E_HOMO (spin up / spin down), eV: -14.05 / -14.05
Charge: +1
LUMO level (spin up / spin down), eV: -6.7 / -6.7
HOMO-LUMO gap (spin up / spin down), eV: 7.34 / 7.34

Each line ends with the natural charge from an NBO analysis.
Geometry (Å):
C -1.33427 -0.06996 -0.24590  -0.3845
C -0.79478 -1.38635 0.22384  0.1024
N 2.39135 -0.41080 -0.19173  -0.3335
N -0.66348 1.09608 0.12455  -0.4000
N 0.68291 0.95684 -0.06780  -0.2332
N 1.21552 -0.16662 -0.01567  0.1123
H -1.48182 -0.02776 -1.42785  0.2498
H -2.38351 0.02634 0.02284  0.2974
H -0.61649 -1.53908 1.29956  0.2220
H -0.39097 -2.20225 -0.37359  0.2486
H 2.88658 0.43849 -0.06193  0.3109
H -0.90628 1.53491 1.00299  0.3968
H 1.39523 1.75018 -0.28932  0.4109


Record 16
Molecular formula: C2H7N4
Method: DFT, ωB97M-V/def2-TZVPD

Calculated values
E_HOMO, eV: -15.14
Charge: +1
LUMO level, eV: -4.6
HOMO-LUMO gap, eV: 10.58
SMILES: [H]/N=N/N(C)C=[NH2+]

Each line ends with the natural charge from an NBO analysis.
Geometry (Å):
H 1.65137 2.91829 -1.89179  0.3923
N 0.98215 2.22999 -1.54873  -0.3085
N 1.47010 1.41131 -0.80057  0.0981
N 0.43136 0.41184 -0.31966  -0.2545
C 1.05354 -0.60709 0.48744  -0.4574
C -0.84768 0.56881 -0.50415  0.3771
N -1.75417 -0.23420 -0.00841  -0.7030
H 2.12637 -0.41978 0.46857  0.2693
H 0.71094 -0.55508 1.52174  0.2281
H 0.86782 -1.60060 0.07916  0.2315
H -1.15195 1.42297 -1.10398  0.2551
H -2.74275 -0.07406 -0.15066  0.4438
H -1.49887 -1.03653 0.55420  0.4281


Record 17
Molecular formula: C2H7N4
Method: DFT, ωB97M-V/def2-TZVPD

Calculated values
E_HOMO, eV: -14.44
Charge: +1
LUMO level, eV: -4.5
HOMO-LUMO gap, eV: 9.94

Each line ends with the natural charge from an NBO analysis.
Geometry (Å):
C -1.46929 -1.21915 -0.43962  -0.3453
C -1.18531 0.07228 -0.57053  -0.0633
N 2.93611 -0.84067 1.06224  0.1203
N 2.49413 -0.05768 0.35764  0.2476
N 1.59814 0.51337 -0.22942  -0.5962
N -0.67768 0.69037 0.59807  -0.7502
H -1.86296 -1.69820 -1.27244  0.2280
H -1.19191 -1.86420 0.37682  0.2166
H -1.15615 0.67833 -1.44144  0.2338
H 1.81343 1.25283 -0.97937  0.4341
H -1.04313 1.65351 0.74271  0.4342
H 0.42819 0.65315 0.31816  0.4108
H -0.68357 0.16608 1.47717  0.4297


Record 18
Molecular formula: C2H7N4
Method: DFT, ωB97M-V/def2-TZVPD

Calculated values
E_HOMO (spin up / spin down), eV: -11.41 / -14.32
Charge: +1
LUMO level (spin up / spin down), eV: -5.0 / -7.2
HOMO-LUMO gap (spin up / spin down), eV: 6.43 / 7.17
Multiplicity: 3

Each line ends with the Mulliken spin population.
Geometry (Å):
C 0.61706 -0.27789 0.04017  0.0969
C 1.41402 0.90557 0.45188  0.0120
N -0.85407 -0.32933 0.37031  0.6135
N -1.76550 -0.25474 -0.49548  0.9509
N -3.02095 -0.17894 0.01645  0.2402
N 1.23011 -1.37567 -0.33175  0.0652
H 0.70343 1.60335 1.03742  -0.0069
H 1.87275 1.48938 -0.35198  -0.0011
H 2.32730 0.64526 1.09036  0.0129
H -3.02984 -0.38843 0.96680  0.0205
H -3.82208 -0.29549 -0.58545  -0.0088
H 2.14196 -1.33388 -0.66536  0.0001
H 0.55268 -2.04003 -0.55634  0.0048


no.,E (eV)
1,-8703.6091
2,-8700.0712
3,-8699.6449
4,-10746.6867
5,-10746.9972
6,-10744.1646
7,-10729.7817
8,-12799.2736
9,-12797.4837
10,-23632.5867
11,-19529.0893
12,-19533.9564
13,-15934.8915
14,-17487.8973
15,-8134.8022
16,-8139.6424
17,-8137.5876
18,-8135.6524